Here is C40H22CuF15Ge3NO4S as an isolated structure in a non-equilibrium geometry from OMol25. Energies are from wB97M-V/def2-TZVPD.

Geometry as XYZ:
```
87
Properties=species:S:1:pos:R:3:lowdin_charge:R:1
Cu 0.6073 -1.5110 -0.4329 0.083
O 6.8787 -4.3293 -0.9976 -0.021
C 6.5951 -3.4919 -0.1272 -0.747
O 7.2420 -3.0510 0.8309 -0.021
C 5.1829 -2.9452 -0.2934 -0.083
C 4.8689 -2.0506 -1.3108 0.013
C 3.5631 -1.6351 -1.4840 -0.124
N 2.5626 -2.0789 -0.7270 0.019
C 2.8458 -3.0007 0.2071 -0.177
C 4.1217 -3.4344 0.4753 0.077
C 1.6479 -3.5725 0.9215 -0.516
O 1.7281 -4.4850 1.6996 0.106
O 0.4715 -3.0390 0.5603 -0.277
H 5.6459 -1.6753 -1.9622 0.123
H 3.2888 -0.9173 -2.2488 0.103
H 4.2805 -4.1570 1.2627 0.137
C -2.3720 -4.6038 -1.9604 -0.242
Ge -2.3796 -4.1586 -0.0537 0.724
C -1.2921 -5.4267 0.9254 -0.235
C -4.2230 -4.3433 0.6379 -0.258
Ge -1.7419 -1.8135 0.2146 0.979
C -1.5457 -1.4334 2.1184 -0.318
C -2.4469 -2.0268 2.9993 -0.110
C -2.2709 -1.9284 4.3739 -0.083
C -1.1791 -1.2475 4.8852 -0.086
C -0.2614 -0.6693 4.0187 -0.074
C -0.4450 -0.7656 2.6485 -0.118
C -3.0274 -0.7418 -0.8238 -0.312
C -4.1288 -1.4415 -1.3274 -0.141
C -5.1275 -0.8040 -2.0524 -0.085
C -5.0370 0.5543 -2.2990 -0.088
C -3.9384 1.2616 -1.8338 -0.070
C -2.9400 0.6194 -1.1168 -0.131
H -2.9649 -5.5024 -2.1351 0.018
H -1.3509 -4.7922 -2.2906 0.021
H -2.7792 -3.7930 -2.5630 0.007
H -1.7340 -6.4192 0.8137 0.025
H -1.2558 -5.1626 1.9815 0.030
H -0.2701 -5.4372 0.5627 0.007
H -4.8220 -4.9087 -0.0777 0.019
H -4.7192 -3.3916 0.8175 0.002
H -4.1939 -4.8960 1.5773 0.017
H -3.3011 -2.5751 2.6189 0.081
H -2.9767 -2.4031 5.0429 0.101
H -1.0316 -1.1824 5.9550 0.101
H 0.6092 -0.1596 4.4117 0.106
H 0.3048 -0.3473 1.9857 0.084
H -4.2256 -2.5017 -1.1545 0.043
H -5.9697 -1.3721 -2.4253 0.102
H -5.8128 1.0599 -2.8600 0.101
H -3.8597 2.3220 -2.0337 0.096
H -2.0780 1.1806 -0.8050 0.023
F 1.8903 5.0740 -1.8561 0.095
C 2.8728 4.2045 -1.5529 -0.208
C 2.5965 2.9799 -0.9745 -0.144
C 3.6881 2.2097 -0.6249 -0.243
F 3.4926 1.1064 0.1052 0.092
C 4.9949 2.5695 -0.9030 -0.132
F 6.0176 1.7910 -0.5548 0.139
C 5.2279 3.7814 -1.5322 -0.122
F 6.4769 4.1630 -1.8102 0.131
C 4.1647 4.6111 -1.8422 -0.134
F 4.3957 5.8001 -2.4120 0.117
Ge 0.7903 2.2846 -0.5984 0.774
S 0.4165 0.3140 -1.4694 0.434
C 0.5123 2.8131 1.2893 -0.102
C -0.7335 2.6733 1.8874 -0.250
F -1.7149 2.0328 1.2454 0.087
C -1.0439 3.1578 3.1433 -0.139
F -2.2678 3.0119 3.6547 0.131
C -0.0597 3.7954 3.8770 -0.122
F -0.3287 4.2709 5.0966 0.132
C 1.2097 3.9208 3.3461 -0.134
F 2.1710 4.5131 4.0640 0.123
C 1.4793 3.4320 2.0756 -0.196
F 2.7446 3.5921 1.6604 0.105
C -0.3329 3.4199 -1.7885 -0.142
C -0.0518 3.3371 -3.1454 -0.248
F 0.9897 2.6106 -3.5752 0.080
C -0.7928 3.9840 -4.1167 -0.131
F -0.4767 3.8795 -5.4117 0.124
C -1.8772 4.7551 -3.7353 -0.127
F -2.6121 5.3878 -4.6552 0.127
C -2.1854 4.8764 -2.3947 -0.147
F -3.2277 5.6275 -2.0168 0.117
C -1.4139 4.2140 -1.4515 -0.217
F -1.7551 4.4308 -0.1735 0.101
```

- LUMO: 0.026 Ha
- Gap between HOMO and LUMO: 6.144 eV
- Total energy: -317303.632 eV
- Net charge: -1
- 2S+1: 1
- M: 1179.03 g/mol

=====

Here is C25H24N4ORuS4 as an isolated structure from OMol25. Energies are from wB97M-V/def2-TZVPD.

Geometry as XYZ:
```
59
Properties=species:S:1:pos:R:3:lowdin_charge:R:1
Ru -1.5569 1.5584 -0.8898 1.354
C 1.4708 2.9485 -1.9643 -0.033
C 1.1467 1.5361 -2.3007 -0.579
N 0.0735 0.9080 -1.8779 -0.079
C -0.0001 -0.4169 -2.2891 -0.347
C 1.0546 -0.7920 -3.0429 -0.277
S 2.1242 0.5271 -3.2565 1.201
C -1.1582 -1.1439 -1.7836 -0.354
C -1.5823 -2.4151 -1.9496 -0.285
S -2.9625 -2.7062 -0.9800 1.201
C -2.9529 -1.1086 -0.4025 -0.584
N -1.9526 -0.4196 -0.9021 -0.083
C -3.9622 -0.5422 0.5326 -0.038
H 0.5560 3.5104 -1.7690 0.079
H 2.0091 3.4328 -2.7767 0.097
H 2.0958 2.9864 -1.0699 0.103
H 1.2477 -1.7498 -3.4981 0.105
H -1.1557 -3.1887 -2.5671 0.109
H -4.6160 -1.3181 0.9236 0.092
H -4.5799 0.1939 0.0129 0.098
H -3.4624 -0.0527 1.3694 0.093
C 2.1881 -4.2930 1.8659 -0.030
C 2.2264 -3.2656 0.7259 -0.550
C 3.6200 -3.2618 0.0797 -0.027
C 1.2028 -3.6861 -0.3271 -0.058
C 1.9456 -1.8701 1.2777 -0.140
C 2.7431 -1.3933 2.3381 0.000
C 2.5356 -0.1642 2.9108 -0.044
C 1.5213 0.6361 2.3908 -0.443
S 1.0192 2.1893 2.9538 1.213
C -0.1718 2.2102 1.7426 -0.549
N -0.2214 1.1753 0.9317 0.018
C 0.7391 0.2230 1.3070 -0.249
C 0.9475 -1.0553 0.7733 0.047
C -1.1179 3.2738 1.4909 -0.234
C -1.3222 4.4230 2.2263 0.009
C -2.3029 5.3221 1.8066 -0.008
C -3.0575 5.0812 0.6689 -0.032
C -2.8543 3.9319 -0.0928 -0.064
C -1.8734 3.0341 0.3411 -0.223
H 2.3647 -5.2922 1.4662 0.096
H 1.2173 -4.2919 2.3647 0.097
H 2.9550 -4.1047 2.6163 0.084
H 3.8543 -4.2526 -0.3118 0.097
H 4.3962 -2.9971 0.7980 0.088
H 3.6674 -2.5466 -0.7452 0.087
H 1.4377 -4.6906 -0.6799 0.101
H 1.2240 -3.0190 -1.1939 0.062
H 0.1900 -3.7051 0.0831 0.086
H 3.5324 -2.0190 2.7315 0.123
H 3.1390 0.1711 3.7435 0.126
H 0.3049 -1.4239 -0.0053 0.074
H -0.7381 4.6281 3.1147 0.126
H -2.4760 6.2233 2.3793 0.130
H -3.8131 5.7901 0.3584 0.128
H -3.4424 3.7588 -0.9807 0.088
O -2.0120 0.3071 -4.3711 -0.475
S -2.8291 1.3868 -3.8596 0.884
N -2.5760 1.8191 -2.4380 -0.512
```

- LUMO: -0.289 Ha
- Gap between HOMO and LUMO: 6.254 eV
- Total energy: -80231.156 eV
- Net charge: +2
- 2S+1: 1
- M: 625.83 g/mol
- Energy relative to the best compared isomer or geometry (same formula, charge and spin): 0.652 eV